Record 1
{
  "formula": "C38H98NO16Y",
  "method": "ωB97M-V with the def2-TZVPD basis set",
  "species": ["Y", "C", "C", "C", "C", "C", "C", "N", "O", "C", "C", "C", "H", "H", "H", "H", "H", "H", "H", "H", "H", "H", "H", "H", "H", "H", "H", "H", "H", "H", "C", "C", "C", "O", "H", "H", "H", "H", "H", "H", "H", "H", "C", "C", "C", "O", "H", "H", "H", "H", "H", "H", "H", "H", "C", "C", "C", "O", "H", "H", "H", "H", "H", "H", "H", "H", "C", "C", "C", "O", "H", "H", "H", "H", "H", "H", "H", "H", "C", "C", "C", "O", "H", "H", "H", "H", "H", "H", "H", "H", "C", "C", "C", "O", "H", "H", "H", "H", "H", "H", "H", "H", "C", "C", "C", "O", "H", "H", "H", "H", "H", "H", "H", "H", "C", "C", "O", "O", "H", "H", "H", "H", "H", "H", "C", "C", "O", "O", "H", "H", "H", "H", "H", "H", "C", "C", "O", "O", "H", "H", "H", "H", "H", "H", "C", "C", "O", "O", "H", "H", "H", "H", "H", "H"],
  "xyz": [[19.59145, 8.01793, -26.59236], [17.15994, 11.04807, -29.01416], [17.82920, 11.94930, -28.00575], [16.93974, 13.23977, -27.92548], [17.09703, 14.14296, -26.69728], [17.03143, 13.27808, -25.44880], [18.09539, 12.11842, -25.43456], [17.88137, 11.36930, -26.69231], [18.58466, 10.17115, -26.67029], [17.73788, 11.25525, -24.19987], [19.49110, 12.68138, -25.23343], [19.26390, 12.30238, -28.55787], [16.29593, 10.47671, -28.66384], [17.84515, 10.25219, -29.32089], [16.82610, 11.55449, -29.91909], [15.95047, 12.77910, -27.90307], [17.12648, 13.88680, -28.78078], [16.31090, 14.89163, -26.59964], [18.05099, 14.67620, -26.72297], [16.07497, 12.77026, -25.33420], [17.34986, 13.79377, -24.54123], [18.55534, 10.54734, -24.03395], [16.89104, 10.57212, -24.29900], [17.58063, 11.93211, -23.36280], [19.82037, 13.32724, -26.05382], [20.22808, 11.87489, -25.26258], [19.57022, 13.34339, -24.37171], [20.05128, 12.22926, -27.80713], [19.32758, 13.25534, -29.07359], [19.57297, 11.55901, -29.30015], [18.44071, 10.36306, -32.36864], [17.62822, 11.07177, -33.43490], [18.42981, 12.04138, -34.32031], [17.02810, 10.06110, -34.25180], [19.11976, 9.63560, -32.82109], [17.83046, 9.77276, -31.68048], [19.05707, 11.00964, -31.73986], [16.85388, 11.70804, -32.99448], [18.83592, 12.90642, -33.78506], [17.75813, 12.47732, -35.06148], [19.33191, 11.66417, -34.80489], [16.41424, 10.57495, -34.79041], [24.20168, 15.09678, -27.60528], [24.26782, 14.58953, -26.14514], [23.20271, 13.63120, -25.67027], [25.50660, 13.84299, -26.04352], [23.59203, 16.00102, -27.57155], [23.83819, 14.35617, -28.31785], [25.20625, 15.40251, -27.89148], [24.37710, 15.49441, -25.54310], [22.23736, 13.93646, -26.09209], [23.16503, 13.57739, -24.58288], [23.38761, 12.64838, -26.10984], [25.79576, 13.94614, -25.13047], [13.97289, 11.56169, -22.71478], [14.56989, 10.61456, -21.65548], [14.51801, 11.10998, -20.22477], [13.74861, 9.42495, -21.81692], [14.73267, 12.04285, -23.32730], [13.49135, 12.36794, -22.15028], [13.12394, 11.15561, -23.25792], [15.55649, 10.23685, -21.94085], [15.40277, 11.74736, -20.12564], [14.69427, 10.32508, -19.48586], [13.65791, 11.69786, -19.91051], [13.59633, 9.03219, -20.94995], [22.23590, 17.95843, -22.61891], [22.50779, 16.66817, -23.34916], [21.47083, 15.63098, -23.09391], [22.37556, 16.88639, -24.79174], [23.00339, 18.72586, -22.62386], [22.00840, 17.76193, -21.56229], [21.23445, 18.31078, -22.87947], [23.45952, 16.19488, -23.09966], [20.45539, 16.04632, -23.04132], [21.49547, 15.09533, -22.13624], [21.31828, 14.78670, -23.77332], [21.41402, 16.78145, -24.82411], [19.39758, 15.24330, -31.60889], [20.81433, 15.62654, -31.12279], [21.22482, 15.00226, -29.76111], [21.81205, 15.28626, -32.03977], [19.34777, 14.15210, -31.54506], [19.29276, 15.67552, -32.60041], [18.60669, 15.57611, -30.93772], [20.80165, 16.71190, -30.96847], [20.68266, 15.22959, -28.84106], [22.29575, 15.05192, -29.57026], [20.95755, 13.95057, -29.91230], [22.67983, 15.50370, -31.69002], [11.73078, 16.07158, -24.39932], [13.08967, 16.17641, -23.70935], [14.16492, 15.41762, -24.48717], [13.49145, 17.52223, -23.97327], [11.74788, 16.34570, -25.45174], [10.99972, 16.63601, -23.81733], [11.34956, 15.04386, -24.41673], [13.10697, 15.98740, -22.63414], [14.34304, 15.73034, -25.51718], [13.99187, 14.34065, -24.55666], [15.14503, 15.57482, -24.02877], [12.78292, 18.15432, -23.81915], [17.62525, 16.93268, -23.33729], [18.07074, 17.91355, -24.45340], [18.43796, 19.29253, -23.93765], [19.10481, 17.36794, -25.26336], [17.48353, 15.95050, -23.80087], [16.70315, 17.24633, -22.85498], [18.45313, 16.75589, -22.64880], [17.15595, 18.22884, -24.97016], [17.53556, 19.70004, -23.48675], [18.81815, 19.92766, -24.73995], [19.28700, 19.32149, -23.24886], [18.88695, 16.47873, -25.55678], [22.42811, 11.66726, -31.22183], [23.53886, 12.46133, -31.94582], [24.22276, 13.11489, -30.86097], [22.88603, 10.36790, -30.80568], [21.73171, 11.46288, -32.04265], [21.93583, 12.22328, -30.42580], [22.98216, 13.14018, -32.59386], [24.31687, 11.88394, -32.44567], [24.94655, 13.68343, -31.14190], [23.83366, 10.50676, -30.68837], [21.07328, 11.70036, -22.40746], [22.03869, 10.56262, -22.72259], [21.58319, 9.39999, -22.02250], [21.49046, 12.18684, -21.11316], [20.01364, 11.45654, -22.30870], [21.09394, 12.49792, -23.14923], [23.08354, 10.73714, -22.47977], [21.94142, 10.41754, -23.81026], [21.39071, 8.71487, -22.66126], [21.23040, 11.48418, -20.50576], [14.02468, 7.06192, -25.74048], [14.46692, 8.37282, -25.04933], [14.96848, 8.10183, -23.73746], [14.99130, 6.03680, -25.71761], [13.85139, 7.31942, -26.79031], [13.12888, 6.74994, -25.19796], [13.68883, 9.10099, -24.81462], [15.29103, 8.85978, -25.58570], [14.38499, 8.48221, -23.04117], [14.76146, 5.36909, -26.36716], [21.41505, 9.11954, -29.05136], [21.75655, 10.03862, -27.88643], [21.68344, 9.20097, -26.71434], [20.09418, 8.60856, -28.82084], [22.27302, 8.44017, -29.07462], [21.48559, 9.60390, -30.02784], [21.14604, 10.92874, -27.72630], [22.72830, 10.52672, -27.98484], [22.55743, 9.07390, -26.32014], [19.65325, 8.47419, -29.67272]],
  "mulliken_charge": [1.58, -1.26, 1.40, -2.08, 0.33, -1.55, 2.50, 0.74, 0.01, -2.05, -0.98, 0.36, 0.45, -0.07, 0.42, 0.33, 0.60, 0.28, -0.27, 0.23, 0.25, 0.11, 0.04, 0.48, -0.20, -0.36, 0.75, -0.60, -0.09, -0.09, -0.78, 0.40, -1.16, -0.55, 0.55, 0.30, -0.06, 0.16, 0.11, 0.39, 0.31, 0.36, -1.02, 0.10, -0.22, -0.62, 0.40, -0.11, 0.39, 0.24, -0.23, 0.28, 0.42, 0.37, -0.73, 0.92, -1.56, -0.60, -0.40, 0.45, 0.47, 0.01, 0.37, 0.49, 0.37, 0.29, -1.17, 0.55, -0.41, -0.49, 0.41, 0.40, -0.02, 0.36, -0.31, 0.69, -0.17, 0.23, -0.89, 0.20, 0.30, -0.58, -0.16, 0.43, 0.36, 0.21, 0.40, 0.09, -0.81, 0.37, -1.45, 0.57, -0.82, -0.53, 0.36, 0.43, 0.34, 0.27, 0.25, 0.38, -0.10, 0.30, -0.34, 0.67, -1.52, -0.48, -0.48, 0.48, 0.09, 0.14, 0.41, 0.37, 0.22, 0.26, 0.44, -0.83, -0.47, -0.56, 0.02, -0.21, 0.36, 0.50, 0.30, 0.35, 0.78, 0.22, -0.51, -0.58, 0.27, -0.63, 0.38, -0.35, 0.26, 0.38, -0.52, 0.37, -0.64, -0.52, 0.33, 0.26, 0.29, -0.33, 0.42, 0.33, -0.36, 0.97, -0.40, -0.46, 0.35, 0.40, -1.07, 0.72, 0.26, 0.28],
  "lumo_ev": -8.49,
  "total_charge": 2
}

Record 2
{
  "formula": "C38H99N8O36P5",
  "method": "ωB97M-V with the def2-TZVPD basis set",
  "species": ["C", "C", "O", "P", "O", "O", "C", "C", "O", "C", "C", "H", "H", "H", "H", "H", "H", "H", "H", "H", "H", "H", "H", "H", "H", "H", "C", "C", "O", "P", "O", "O", "C", "C", "O", "C", "C", "H", "H", "H", "H", "H", "H", "H", "H", "H", "H", "H", "H", "H", "H", "H", "C", "C", "O", "P", "O", "O", "C", "C", "O", "C", "C", "H", "H", "H", "H", "H", "H", "H", "H", "H", "H", "H", "H", "H", "H", "H", "C", "C", "O", "P", "O", "O", "C", "C", "O", "C", "C", "H", "H", "H", "H", "H", "H", "H", "H", "H", "H", "H", "H", "H", "H", "H", "C", "C", "O", "P", "O", "O", "C", "C", "O", "C", "C", "H", "H", "H", "H", "H", "H", "H", "H", "H", "H", "H", "H", "H", "H", "H", "C", "N", "O", "O", "H", "H", "H", "C", "N", "O", "O", "H", "H", "H", "C", "N", "O", "O", "H", "H", "H", "C", "N", "O", "O", "H", "H", "H", "C", "N", "O", "O", "H", "H", "H", "C", "N", "O", "O", "H", "H", "H", "C", "N", "O", "O", "H", "H", "H", "C", "N", "O", "O", "H", "H", "H"],
  "xyz": [[5.96599, -0.80142, 0.56726], [7.30396, -0.26944, 0.05713], [7.24822, 0.15201, -1.30470], [6.57282, 1.53377, -1.72762], [6.99250, 2.66065, -0.88621], [4.99085, 1.22313, -1.77498], [4.32708, 0.71495, -2.92518], [4.57825, -0.76245, -3.19867], [6.97200, 1.65455, -3.26656], [8.35901, 1.56720, -3.59475], [8.73490, 2.65411, -4.59276], [5.77205, -1.80878, 0.20075], [5.86805, -0.81921, 1.65471], [5.12854, -0.15912, 0.28848], [7.69902, 0.49256, 0.73266], [8.07347, -1.04031, 0.10017], [3.27309, 0.84673, -2.67184], [4.53790, 1.31044, -3.81468], [3.75316, -1.22127, -3.74519], [5.51728, -1.00240, -3.69869], [4.62372, -1.31546, -2.25555], [8.95685, 1.70763, -2.68801], [8.69722, 0.59536, -3.95650], [9.73135, 2.41841, -4.96949], [8.02947, 2.62441, -5.42763], [8.71958, 3.69166, -4.26404], [-2.00718, -1.84038, 3.90081], [-0.90401, -1.05407, 3.18954], [-1.38989, -0.54281, 1.93535], [-0.31777, -0.35335, 0.76774], [0.94134, 0.27086, 1.18508], [-0.25074, -1.79456, 0.10071], [0.82175, -2.18024, -0.77838], [0.77079, -1.57140, -2.15195], [-1.08717, 0.50749, -0.32293], [-2.26216, 0.04626, -0.97552], [-3.52091, 0.27008, -0.16671], [-1.65366, -2.15226, 4.88437], [-2.83503, -1.17311, 4.16561], [-2.48280, -2.61987, 3.30889], [-0.72841, -0.14841, 3.77671], [0.07028, -1.54348, 3.16096], [1.75602, -1.97391, -0.24752], [0.75926, -3.26567, -0.84146], [1.71492, -1.85071, -2.62884], [-0.02649, -1.95626, -2.78662], [0.73474, -0.48164, -2.08887], [-2.31150, 0.58316, -1.92223], [-2.24972, -1.01766, -1.23735], [-3.53796, -0.31810, 0.75032], [-3.58668, 1.29949, 0.19316], [-4.37383, 0.07663, -0.81576], [2.26296, 3.02580, -0.07005], [3.47180, 2.69846, 0.78748], [3.15373, 3.02973, 2.14871], [4.20483, 2.75947, 3.32313], [3.89708, 3.30990, 4.65016], [4.35234, 1.13996, 3.27674], [3.21182, 0.40351, 3.67268], [3.42309, -1.09762, 3.46601], [5.56883, 3.28286, 2.67862], [6.84035, 2.72971, 2.96252], [7.92125, 3.52873, 2.29269], [2.31649, 2.48418, -1.01572], [1.33634, 2.73469, 0.41853], [2.25236, 4.09420, -0.28142], [3.74109, 1.63747, 0.78111], [4.37091, 3.21049, 0.43887], [3.03953, 0.49215, 4.75270], [2.27929, 0.80646, 3.26669], [4.24151, -1.43965, 4.09978], [2.48572, -1.57637, 3.75403], [3.64452, -1.43322, 2.45079], [7.01314, 2.68565, 4.05022], [6.82081, 1.65658, 2.72537], [8.90362, 3.22132, 2.65129], [7.87861, 3.40156, 1.20730], [7.83007, 4.61326, 2.37246], [-5.73956, 4.25841, 0.07134], [-5.87188, 3.64265, -1.33620], [-5.28013, 4.52746, -2.27287], [-6.10491, 4.98959, -3.55317], [-6.88566, 3.94188, -4.20165], [-6.92322, 6.28345, -3.08693], [-6.38764, 7.24196, -2.16652], [-5.68884, 8.37768, -2.90813], [-4.94697, 5.63128, -4.47948], [-4.25560, 4.82524, -5.44640], [-5.02821, 4.77784, -6.72968], [-6.32711, 5.18359, 0.06945], [-6.26078, 3.68559, 0.83718], [-4.72005, 4.58045, 0.26207], [-5.41277, 2.65442, -1.32450], [-6.93580, 3.49352, -1.53298], [-7.19633, 7.60916, -1.53901], [-5.61251, 6.76193, -1.56993], [-4.99798, 7.96808, -3.64279], [-6.40139, 9.03739, -3.40781], [-5.10299, 9.04127, -2.26887], [-3.29342, 5.29621, -5.64924], [-4.10852, 3.82076, -5.04470], [-5.92815, 4.16913, -6.63462], [-5.36708, 5.77591, -7.01890], [-4.43108, 4.41693, -7.56933], [3.16377, -9.17408, 1.70334], [2.01714, -8.22834, 1.43078], [2.60109, -6.91398, 1.28128], [1.66164, -5.72599, 0.74939], [0.36790, -6.17167, 0.23148], [2.59350, -5.06297, -0.36093], [3.77292, -4.34261, -0.02197], [4.48390, -4.06955, -1.32658], [1.63528, -4.62833, 1.91040], [1.10420, -4.96353, 3.18362], [-0.41756, -4.85144, 3.23056], [2.78656, -10.17484, 1.92831], [3.91998, -9.21592, 0.92418], [3.66905, -8.89767, 2.63363], [1.56857, -8.47429, 0.46590], [1.23215, -8.27867, 2.18509], [3.48413, -3.39892, 0.44790], [4.45845, -4.91143, 0.61348], [4.91052, -4.95143, -1.80972], [3.79778, -3.64490, -2.06420], [5.32369, -3.37546, -1.25184], [1.40034, -5.98320, 3.45582], [1.53398, -4.38183, 4.00147], [-0.76308, -4.87357, 4.26103], [-0.73485, -3.95009, 2.70861], [-0.80597, -5.70146, 2.66521], [-2.41759, 3.57602, 1.52058], [-1.19579, 4.37135, 1.31274], [-0.76750, 4.55822, 0.19968], [-0.72452, 4.87372, 2.31617], [-2.97009, 3.32451, 0.61986], [-3.10290, 4.15923, 2.12934], [-2.13562, 2.63426, 1.98827], [-6.33898, -2.60409, -1.88985], [-7.79489, -2.58525, -1.61810], [-8.21130, -3.32701, -0.75984], [-8.47258, -1.76562, -2.19731], [-5.81153, -2.70902, -0.94631], [-6.10524, -1.62310, -2.29124], [-6.05951, -3.45759, -2.50061], [-0.26382, 1.01898, -5.39768], [-1.15009, 1.54229, -4.33701], [-2.33201, 1.58198, -4.58976], [-0.64508, 1.87286, -3.28887], [0.75542, 0.90717, -5.03296], [-0.24227, 1.68167, -6.25650], [-0.57329, 0.00615, -5.64599], [-3.18385, -3.69994, 0.44831], [-3.44990, -4.59954, -0.72417], [-4.57026, -5.08204, -0.78966], [-2.60803, -4.67739, -1.59095], [-4.10138, -3.44351, 0.96060], [-2.72563, -2.80568, 0.03005], [-2.43190, -4.24497, 1.01741], [-0.79196, -6.93047, -2.85765], [-0.36377, -5.65330, -3.54310], [0.61132, -5.09652, -3.08108], [-0.97472, -5.29059, -4.52655], [0.06541, -7.46159, -2.46784], [-1.18789, -7.47376, -3.71632], [-1.55093, -6.65141, -2.13601], [-8.68602, -0.04863, 0.83572], [-7.23616, -0.01405, 0.42684], [-6.82127, 0.97622, -0.12218], [-6.54428, -0.93486, 0.83148], [-8.72584, -0.73529, 1.67089], [-9.18152, -0.41942, -0.06059], [-8.92935, 0.97870, 1.07950], [-3.02654, 4.02412, 5.59096], [-2.64348, 2.62321, 5.27059], [-3.43681, 1.73897, 5.53126], [-1.58602, 2.47495, 4.71511], [-4.07614, 4.17804, 5.80372], [-2.68604, 4.60006, 4.73252], [-2.39921, 4.29608, 6.43905], [-0.71068, 0.55818, 7.06014], [0.06277, -0.59325, 6.57877], [0.94293, -0.39640, 5.77044], [-0.25707, -1.69763, 6.99802], [-0.85455, 0.54174, 8.13445], [-1.67182, 0.55979, 6.54743], [-0.19834, 1.45478, 6.72174]],
  "mulliken_charge": [0.05, -0.49, -0.30, 0.49, -0.73, 0.22, 0.07, -0.94, -0.29, -0.23, -1.32, 0.03, 0.40, -0.28, 0.17, 0.34, 0.05, 0.29, 0.53, 0.35, -0.04, 0.27, 0.32, 0.39, 0.30, 0.31, -1.67, 0.85, -0.19, -0.27, -0.06, 0.12, 0.33, -0.98, 0.23, 0.43, -0.48, 0.38, 0.33, 0.23, 0.07, 0.13, -0.02, -0.28, 0.27, 0.26, 0.19, 0.06, 0.01, -0.03, -0.46, 0.45, -0.67, 0.39, -0.27, 0.59, -0.84, -0.09, 0.09, -0.74, -0.29, 0.20, -1.10, 0.00, -0.21, 0.52, -0.14, 0.48, 0.23, 0.14, 0.54, 0.21, -0.25, 0.35, 0.02, 0.37, 0.11, 0.37, -1.31, -0.05, -0.01, 0.65, -0.74, -0.34, 0.06, -1.12, -0.22, -0.10, -1.25, 0.44, 0.41, 0.25, -0.03, 0.49, 0.34, 0.07, 0.24, 0.29, 0.36, 0.38, 0.20, 0.30, 0.30, 0.40, -1.36, 0.00, -0.41, 0.84, -0.80, -0.16, 0.71, -1.24, -0.07, -0.51, -0.47, 0.40, 0.32, 0.33, 0.20, 0.32, -0.46, 0.50, 0.39, 0.15, 0.38, 0.22, 0.50, 0.47, -0.43, 0.37, -0.14, 1.12, -0.57, -0.61, -0.07, 0.33, -0.02, -0.58, 0.98, -0.55, -0.56, -0.05, 0.35, 0.40, -0.75, 0.90, -0.54, -0.41, 0.16, 0.31, 0.35, -0.35, 1.01, -0.59, -0.52, 0.28, -0.16, 0.29, -0.63, 0.96, -0.49, -0.59, 0.19, 0.35, 0.19, -0.94, 0.99, -0.45, -0.51, 0.28, 0.32, 0.35, -0.76, 0.82, -0.59, -0.31, 0.30, 0.23, 0.31, -0.70, 0.94, -0.45, -0.58, 0.32, 0.17, 0.30],
  "lumo_ev": -0.25
}